C9H36Al2N18O13P | the ωB97M-V functional and the def2-TZVPD basis

As for the LUMO energy: -13.613 eV. The net charge is +3. Its frontier orbital gap is 1.22 eV. Its energy is -85803.5048 eV.

Last column: Löwdin charge in e.
Positions of all 79 atoms, in Å:
Al 6.7919 0.2644 -0.9864  0.99
Al 2.5823 -1.6830 5.4212  0.99
P 1.2499 0.1151 0.6007  -0.01
O 0.7756 0.7896 -0.7182  -0.33
O 0.1519 -0.2788 1.5959  -0.26
O 2.2973 0.9505 1.4375  -0.09
O 2.3153 -1.0002 0.4636  -0.10
C -5.1035 2.6420 -2.8984  -0.74
O -6.1264 3.0789 -3.3659  0.16
N -4.7900 2.3394 -1.6394  0.20
N -4.0553 2.3594 -3.4989  0.20
H -3.8240 2.0941 -1.4757  0.11
H -5.4948 1.9385 -1.0373  0.14
H -4.0381 2.4897 -4.5003  0.15
H -3.1491 2.1250 -3.1195  0.13
C -1.2424 -3.9358 -4.1944  -0.78
O -1.6511 -4.8341 -4.8419  0.19
N -1.7395 -2.8326 -3.6314  0.17
N -0.1077 -4.0411 -3.6812  0.18
H -1.0803 -2.1992 -3.2020  0.11
H -2.6992 -2.5787 -3.8173  0.13
H -0.1001 -3.3131 -2.9812  0.10
H 0.7020 -4.0664 -4.2845  0.15
C 2.7992 -0.2742 -6.1961  -0.85
O 3.3764 -0.8542 -5.3669  0.09
N 3.1558 -0.2241 -7.4699  0.18
N 1.7742 0.4724 -6.0369  0.17
H 3.9590 -0.7815 -7.7236  0.13
H 2.5101 0.2626 -8.0751  0.11
H 1.5813 0.7190 -5.0766  0.12
H 1.2775 0.7903 -6.8568  0.12
C -1.8007 3.1245 6.4377  -0.78
O -0.7365 2.6510 6.6679  0.09
N -2.3655 3.8280 7.3875  0.20
N -2.4712 2.9382 5.3275  0.18
H -2.0391 3.8189 8.3433  0.14
H -3.1604 4.3942 7.1275  0.12
H -2.0431 2.4674 4.5433  0.12
H -3.3996 3.3154 5.2015  0.12
C -6.6009 -1.3841 3.3404  -0.71
O -6.9269 -0.6003 2.5135  0.11
N -7.4662 -2.3074 3.8514  0.19
N -5.3892 -1.4271 3.9092  0.18
H -8.4141 -2.3376 3.5040  0.13
H -7.1641 -3.0391 4.4786  0.11
H -4.7116 -0.7558 3.5771  0.11
H -5.0046 -2.2422 4.3650  0.11
C -2.0062 -6.0025 2.7623  -0.83
O -1.0205 -5.8414 3.4183  0.07
N -2.9290 -6.9024 2.9647  0.18
N -2.2435 -5.3659 1.6850  0.16
H -3.7795 -6.9247 2.4204  0.12
H -2.8662 -7.5155 3.7649  0.13
H -1.9055 -4.4191 1.7813  0.12
H -3.0587 -5.4785 1.0995  0.12
C 0.3071 6.2775 -0.7616  -0.65
O 0.5466 7.4598 -0.4651  0.13
N -0.2304 5.4058 0.1158  0.20
N 0.7993 5.7025 -1.8396  0.19
H 0.0551 4.4573 -0.0817  0.11
H -0.4061 5.7436 1.0513  0.13
H 0.7263 4.6963 -1.8881  0.11
H 1.2995 6.2234 -2.5456  0.14
C 6.3406 6.7152 1.7091  -0.77
O 5.4355 7.5299 1.6704  0.12
N 7.5541 6.9659 1.5111  0.19
N 6.2428 5.4423 2.0056  0.15
H 8.1261 6.1503 1.6774  0.12
H 8.0093 7.8372 1.7428  0.15
H 5.3227 5.0290 2.0570  0.12
H 7.0068 4.7985 2.1539  0.11
C 5.4154 -6.0035 -1.4590  -0.84
O 6.2816 -5.2384 -1.6132  0.09
N 5.4390 -7.1047 -2.1402  0.20
N 4.4425 -5.9551 -0.5778  0.16
H 4.6449 -7.6878 -1.9174  0.12
H 6.1747 -7.2891 -2.8071  0.14
H 4.1238 -5.0051 -0.4519  0.11
H 3.7472 -6.6783 -0.4610  0.11

C6H10N2 | the ωB97M-V functional and the def2-TZVPD basis

As for the energy above the lowest of the compared OMol25 structures with the same formula, charge and spin: 124.3 kcal/mol. As for the LUMO energy: 0.268 eV. Its frontier orbital gap is 6.45 eV. Its energy is -9359.0459 eV.

Last column: Löwdin charge in e.
Positions of all 18 atoms, in Å:
C 2.2752 0.3845 0.8365  -0.07
C 0.3529 0.0022 -0.7738  -0.38
C 0.8684 0.1179 0.4635  -0.06
N 0.8535 -0.0212 -2.0805  0.11
C -0.7388 -0.4158 1.1794  -0.23
C -1.9205 -0.6444 -1.3271  0.10
C -1.6998 0.3481 1.7647  -0.12
N -0.9466 -0.4614 -0.5247  -0.03
H 1.8487 0.1421 -2.1124  0.08
H 0.3607 0.6106 -2.7046  0.09
H -0.4887 -1.3648 1.6386  0.10
H 2.8184 -0.5428 1.0377  0.08
H 2.8379 0.9491 0.0798  0.07
H 2.2865 0.9540 1.7706  0.07
H -2.9074 -0.7386 -0.8976  0.09
H -1.7406 -0.7055 -2.3952  0.09
H -2.0709 1.2333 1.2597  0.02
H -1.9891 0.1528 2.7854  0.01

C24H64B4F16N4O8 | the ωB97M-V functional and the def2-TZVPD basis

As for the energy above the lowest of the compared OMol25 structures with the same formula, charge and spin: 0.0 kcal/mol. As for the LUMO energy: -2.157 eV. Its frontier orbital gap is 6.45 eV. Its energy is -94466.9794 eV.

Last column: Löwdin charge in e.
Positions of all 120 atoms, in Å:
C -1.9175 -1.2510 -9.2179  -0.08
O -2.5514 -1.2032 -7.9480  -0.19
C -2.8634 -2.4732 -7.4226  -0.21
C -4.0118 -2.3709 -6.4544  -0.09
N -3.6398 -1.3116 -5.4789  0.05
H -2.8620 -1.6605 -4.9004  0.13
H -3.3233 -0.5003 -6.0192  0.17
C -4.7366 -0.9261 -4.5337  -0.08
C -4.2289 0.1629 -3.6407  -0.22
O -3.5917 1.1318 -4.4226  -0.18
C -2.9965 2.1960 -3.7403  -0.10
H -1.4190 -0.3068 -9.4305  0.09
H -2.6376 -1.3395 -10.0459  0.09
H -1.2209 -2.0927 -9.2341  0.10
H -1.9932 -2.7523 -6.8186  0.12
H -3.0237 -3.2561 -8.1643  0.14
H -4.3668 -3.2733 -5.9661  0.15
H -4.9136 -2.0170 -6.9686  0.13
H -5.0771 -1.8079 -4.0008  0.15
H -5.5069 -0.6090 -5.2386  0.14
H -3.5473 -0.2557 -2.8899  0.13
H -5.0547 0.6143 -3.0721  0.14
H -2.5697 2.9236 -4.4270  0.09
H -2.1866 1.8687 -3.0771  0.08
H -3.7805 2.7237 -3.1769  0.09
C -0.6487 -0.3455 6.3049  -0.07
O 0.6484 -0.4477 5.7586  -0.18
C 1.6067 0.5058 6.1133  -0.23
C 2.9431 -0.0267 5.6937  -0.10
N 2.8326 -0.6424 4.3409  0.05
H 2.2266 -1.4507 4.5308  0.19
H 2.3544 0.0348 3.7351  0.15
C 4.1088 -1.1130 3.6809  -0.06
C 3.7770 -1.2931 2.2341  -0.17
O 3.2549 -0.0643 1.7669  -0.21
C 3.8775 0.5401 0.6629  -0.08
H -1.2585 -1.0028 5.6826  0.08
H -1.0462 0.6732 6.2626  0.08
H -0.7919 -0.7530 7.3123  0.10
H 1.6002 0.6672 7.2004  0.14
H 1.3559 1.4860 5.6711  0.12
H 3.2708 -0.7791 6.4146  0.15
H 3.7878 0.6626 5.6926  0.14
H 4.5610 -1.8422 4.3493  0.15
H 4.7362 -0.2249 3.8302  0.14
H 2.9606 -2.0105 2.0957  0.13
H 4.6207 -1.6609 1.6490  0.15
H 4.8836 0.9337 0.8735  0.10
H 3.3343 1.3195 0.1396  0.09
H 4.1334 -0.1775 -0.1250  0.07
C -1.6524 3.9790 0.5431  -0.06
O -1.3831 4.8778 1.6138  -0.18
C -0.1229 5.4764 1.5299  -0.24
C 0.0653 6.4247 2.6907  -0.07
N -0.6457 5.8540 3.8875  0.06
H -0.8137 6.6089 4.5531  0.18
H -1.5484 5.5013 3.5340  0.18
C -0.0235 4.6524 4.4993  -0.10
C -0.8657 4.1490 5.6615  -0.19
O -1.2929 5.1796 6.5175  -0.17
C -0.3400 5.6470 7.4371  -0.10
H -2.2277 3.1600 0.9647  0.10
H -0.7478 3.6060 0.0607  0.08
H -2.2300 4.4282 -0.2684  0.10
H -0.0257 6.1226 0.6338  0.15
H 0.7260 4.8118 1.3099  0.13
H -0.3717 7.4066 2.5283  0.14
H 1.1219 6.5486 2.9195  0.14
H 1.0001 4.8697 4.8088  0.14
H 0.0962 3.8853 3.7328  0.14
H -0.1980 3.5213 6.2695  0.12
H -1.7073 3.5475 5.3220  0.14
H 0.0431 4.8582 8.0939  0.10
H -0.8314 6.3446 8.1191  0.10
H 0.4742 6.2534 7.0178  0.09
C 0.4183 1.1704 1.4641  -0.11
O 0.7769 0.2908 0.4479  -0.22
C -0.1562 0.0675 -0.6150  -0.14
C 0.2141 -1.3320 -1.0649  -0.07
N 0.6306 -2.1655 0.1184  0.08
H 1.4072 -1.5939 0.4449  0.12
H -0.1579 -2.2849 0.8102  0.15
C 1.1994 -3.5181 -0.2888  -0.06
C 2.0583 -3.3998 -1.5168  -0.18
O 2.9596 -2.3533 -1.1632  -0.23
C 3.8010 -1.9316 -2.2443  -0.06
H 0.7385 2.2138 1.3046  0.07
H 0.8927 0.7159 2.3407  0.07
H -0.6533 1.1630 1.6843  0.08
H -0.0378 0.8468 -1.3723  0.13
H -1.1540 0.1477 -0.2066  0.11
H 1.0044 -1.1924 -1.7954  0.13
H -0.6186 -1.8539 -1.5259  0.12
H 0.2937 -4.1230 -0.3370  0.14
H 1.7804 -3.7947 0.5904  0.13
H 1.4286 -3.2244 -2.3905  0.11
H 2.5859 -4.3446 -1.6685  0.15
H 4.4477 -2.7118 -2.6438  0.10
H 4.4154 -1.1182 -1.8542  0.07
H 3.1863 -1.4900 -3.0338  0.10
B -1.1031 -2.9758 -3.8598  -1.22
F -1.6124 -3.7352 -4.9344  0.11
F -0.1126 -2.1274 -4.3875  0.11
F -2.1656 -2.1808 -3.3074  0.07
F -0.6143 -3.7699 -2.8252  0.14
B -1.4256 -7.3081 0.7645  -1.20
F -1.0360 -8.1266 1.8659  0.04
F -2.3081 -8.0630 -0.0526  0.06
F -2.0943 -6.1418 1.2030  0.07
F -0.2558 -6.9720 0.0348  0.05
B -2.0899 -1.9216 2.6715  -1.17
F -2.0519 -0.7349 1.8547  0.05
F -3.3617 -2.4081 2.8244  0.16
F -1.2358 -2.8527 2.0222  0.10
F -1.5997 -1.4809 3.9396  0.06
B 5.1750 -1.2549 -6.5955  -1.21
F 5.5143 0.0543 -6.1557  0.04
F 6.1651 -1.7323 -7.4837  0.07
F 5.2163 -2.0742 -5.4074  0.02
F 3.9275 -1.2941 -7.2177  0.09